[1]
One molecule with the formula C5H11N3O3 at a distorted geometry. Source: OMol25; level of theory: ωB97M-V with the def2-TZVPD basis set.

Output
- Relative energy (zero: lowest compared OMol25 entry of this formula, charge and spin): 227.2 kcal per mole
- Net charge: 0
- SMILES string: O=NN(O)N1CCC[C@@H]1CO

Element x y z (Å)
O (-3.508, 0.219, 0.277)
N (-2.519, 0.178, -0.662)
N (-1.378, -0.475, -0.286)
O (-1.321, -0.200, 1.143)
N (-0.282, -0.456, -1.132)
C (0.409, -1.734, -1.135)
C (1.017, -1.752, 0.436)
C (1.304, -0.203, 0.983)
C (0.652, 0.412, -0.242)
C (-0.235, 1.938, -0.449)
O (0.871, 2.853, -0.236)
H (-2.370, 0.044, 1.090)
H (-0.345, -2.625, -1.254)
H (1.225, -1.477, -2.061)
H (2.039, -2.180, 0.460)
H (0.287, -2.255, 1.223)
H (2.257, 0.211, 1.026)
H (0.695, -0.037, 1.947)
H (1.519, 0.662, -0.893)
H (-0.956, 2.006, 0.538)
H (-0.627, 2.093, -1.499)
H (1.265, 2.780, 0.722)

Which charges does Mulliken predict for the atoms? In e, they are: number 1, O, carries -0.434; number 2, N, carries -0.292; number 3, N, carries 0.425; number 4, O, carries -0.427; number 5, N, carries -0.042; number 6, C, carries -0.477; number 7, C, carries -0.562; number 8, C, carries -0.842; number 9, C, carries -0.207; number 10, C, carries -0.273; number 11, O, carries -0.588; number 12, H, carries 0.332; number 13, H, carries 0.304; number 14, H, carries 0.297; number 15, H, carries 0.432; number 16, H, carries 0.255; number 17, H, carries 0.485; number 18, H, carries 0.186; number 19, H, carries 0.557; number 20, H, carries 0.208; number 21, H, carries 0.337; number 22, H, carries 0.326

***

[2]
C15H27Cl2CoN4O5P2 as an isolated structure. Source: OMol25; level of theory: ωB97M-V with the def2-TZVPD basis set.

Output
- 2S+1: 4
- E_tot: -113441.746 eV
- Net charge: +1
- Expectation value of S²: 3.756

Element x y z (Å)
Co (-0.339, -1.205, -0.880)
Cl (2.264, -7.075, -4.116)
C (1.932, -5.574, -3.322)
C (3.008, -4.780, -2.891)
C (2.783, -3.586, -2.263)
Cl (4.120, -2.622, -1.745)
C (1.470, -3.098, -2.018)
O (1.315, -1.956, -1.438)
C (0.398, -3.924, -2.464)
C (-0.976, -3.580, -2.296)
O (-1.459, -2.571, -1.742)
C (0.653, -5.156, -3.116)
H (4.022, -5.116, -3.058)
H (-1.698, -4.294, -2.708)
H (-0.179, -5.764, -3.449)
C (-0.332, -0.604, 4.001)
N (-0.792, 0.534, 3.204)
C (-1.407, 1.622, 3.960)
P (-1.109, 0.422, 1.614)
O (-0.549, -0.867, 1.086)
O (-0.394, 1.711, 0.960)
P (0.335, 1.703, -0.497)
O (-0.386, 0.732, -1.389)
N (0.249, 3.188, -1.130)
C (0.993, 4.302, -0.544)
C (-0.885, 3.586, -1.967)
N (1.871, 1.351, -0.139)
C (2.395, 0.909, 1.151)
C (2.788, 1.160, -1.273)
N (-2.669, 0.643, 1.187)
C (-3.305, 1.940, 0.973)
C (-3.603, -0.424, 1.559)
H (0.375, -0.246, 4.749)
H (0.167, -1.327, 3.362)
H (-1.166, -1.091, 4.512)
H (-0.715, 1.958, 4.733)
H (-2.338, 1.305, 4.439)
H (-1.615, 2.472, 3.311)
H (1.876, 3.934, -0.026)
H (0.375, 4.867, 0.158)
H (1.314, 4.971, -1.342)
H (-1.337, 2.709, -2.421)
H (-0.525, 4.245, -2.756)
H (-1.636, 4.124, -1.382)
H (1.744, 1.222, 1.963)
H (3.375, 1.362, 1.302)
H (2.505, -0.178, 1.176)
H (2.358, 1.586, -2.179)
H (2.973, 0.098, -1.438)
H (3.727, 1.673, -1.064)
H (-2.570, 2.685, 0.682)
H (-3.823, 2.284, 1.873)
H (-4.036, 1.844, 0.170)
H (-3.076, -1.372, 1.662)
H (-4.348, -0.534, 0.771)
H (-4.116, -0.197, 2.497)

Which charges does Mulliken predict for the atoms? In e, they are: number 1, Co, carries 0.851; number 2, Cl, carries -0.200; number 3, C, carries 0.108; number 4, C, carries -0.511; number 5, C, carries 0.236; number 6, Cl, carries -0.200; number 7, C, carries 0.471; number 8, O, carries -0.440; number 9, C, carries 0.550; number 10, C, carries -0.266; number 11, O, carries -0.568; number 12, C, carries -0.995; number 13, H, carries 0.460; number 14, H, carries 0.358; number 15, H, carries 0.405; number 16, C, carries -0.898; number 17, N, carries 0.433; number 18, C, carries -0.935; number 19, P, carries 1.178; number 20, O, carries -1.352; number 21, O, carries -0.309; number 22, P, carries 0.884; number 23, O, carries -1.146; number 24, N, carries 0.307; number 25, C, carries -1.005; number 26, C, carries -0.954; number 27, N, carries 0.633; number 28, C, carries -0.864; number 29, C, carries -0.923; number 30, N, carries 0.446; number 31, C, carries -0.886; number 32, C, carries -1.042; number 33, H, carries 0.300; number 34, H, carries 0.235; number 35, H, carries 0.324; number 36, H, carries 0.368; number 37, H, carries 0.299; number 38, H, carries 0.221; number 39, H, carries 0.281; number 40, H, carries 0.307; number 41, H, carries 0.367; number 42, H, carries 0.239; number 43, H, carries 0.335; number 44, H, carries 0.327; number 45, H, carries 0.247; number 46, H, carries 0.375; number 47, H, carries 0.247; number 48, H, carries 0.348; number 49, H, carries 0.095; number 50, H, carries 0.397; number 51, H, carries 0.192; number 52, H, carries 0.321; number 53, H, carries 0.335; number 54, H, carries 0.338; number 55, H, carries 0.372; number 56, H, carries 0.305

***

[3]
One molecule with the formula C7H9NO at a distorted geometry. Source: OMol25; level of theory: ωB97M-V with the def2-TZVPD basis set.

Output
- Relative energy (zero: lowest compared OMol25 entry of this formula, charge and spin): 19.7 kcal per mole
- Net charge: 0
- SMILES string: CCc1cccc(=O)[nH]1

Element x y z (Å)
C (-1.694, 1.123, -0.281)
C (-0.231, 1.201, -0.184)
C (0.454, -0.095, -0.307)
C (-0.126, -1.214, -0.750)
C (0.521, -2.402, -0.406)
C (1.699, -2.458, 0.164)
C (2.438, -1.264, 0.468)
O (3.553, -1.179, 0.990)
N (1.764, -0.145, 0.173)
H (-2.349, 1.834, 0.303)
H (-1.916, 0.179, 0.036)
H (-2.094, 1.206, -1.300)
H (0.155, 1.732, 0.635)
H (0.009, 1.938, -0.990)
H (-1.131, -1.287, -1.099)
H (-0.003, -3.303, -0.761)
H (2.150, -3.394, 0.523)
H (2.304, 0.647, 0.403)

Which charges does Mulliken predict for the atoms? In e, they are: number 1, C, carries -1.388; number 2, C, carries -0.299; number 3, C, carries 0.408; number 4, C, carries -0.646; number 5, C, carries -0.154; number 6, C, carries -0.589; number 7, C, carries 0.394; number 8, O, carries -0.705; number 9, N, carries -0.065; number 10, H, carries 0.301; number 11, H, carries 0.396; number 12, H, carries 0.316; number 13, H, carries 0.484; number 14, H, carries 0.244; number 15, H, carries 0.417; number 16, H, carries 0.335; number 17, H, carries 0.361; number 18, H, carries 0.191

***

[4]
C32H28BrClFeN4PS as an isolated structure at a distorted geometry. Source: OMol25; level of theory: ωB97M-V with the def2-TZVPD basis set.

Output
- 2S+1: 2
- Relative energy (zero: lowest compared OMol25 entry of this formula, charge and spin): 0.1 kcal per mole
- Net charge: +2
- Expectation value of S²: 0.777

Element x y z (Å)
Fe (-1.244, 0.432, 0.278)
C (-1.862, -3.286, -1.705)
C (-1.460, -2.155, -0.817)
N (-1.499, -0.921, -1.120)
N (-1.997, -0.506, -2.333)
C (-2.188, 0.821, -2.527)
N (-2.662, 1.179, -3.712)
S (-1.865, 1.951, -1.341)
C (-0.970, -2.383, 0.589)
C (-0.922, -3.617, 1.174)
C (-0.463, -3.710, 2.492)
C (-0.061, -2.566, 3.138)
C (-0.150, -1.351, 2.471)
N (-0.600, -1.261, 1.221)
H (-1.614, -3.103, -2.751)
H (-2.940, -3.452, -1.618)
H (-1.355, -4.208, -1.434)
H (-2.245, -1.191, -3.029)
H (-2.823, 0.529, -4.465)
H (-2.857, 2.153, -3.888)
H (-1.240, -4.502, 0.643)
H (-0.425, -4.671, 2.988)
H (0.310, -2.594, 4.153)
H (0.154, -0.427, 2.944)
Cl (-0.890, 2.085, 1.915)
C (0.597, 2.987, 1.479)
C (0.764, 4.185, 2.140)
C (1.899, 4.929, 1.848)
C (2.822, 4.468, 0.919)
C (2.616, 3.257, 0.276)
C (1.491, 2.482, 0.551)
P (1.163, 0.894, -0.257)
C (1.966, 1.051, -1.890)
C (1.355, 1.781, -2.913)
C (2.014, 1.999, -4.114)
C (3.292, 1.496, -4.314)
C (3.909, 0.772, -3.304)
C (3.254, 0.553, -2.100)
C (2.221, -0.284, 0.643)
C (2.371, -1.582, 0.146)
C (3.104, -2.521, 0.851)
C (3.696, -2.177, 2.064)
C (3.562, -0.892, 2.558)
C (2.827, 0.056, 1.846)
H (0.033, 4.534, 2.857)
H (2.052, 5.877, 2.346)
H (3.701, 5.056, 0.692)
H (3.337, 2.908, -0.455)
H (0.377, 2.215, -2.768)
H (1.530, 2.576, -4.892)
H (3.809, 1.676, -5.247)
H (4.908, 0.380, -3.446)
H (3.763, -0.011, -1.329)
H (1.928, -1.854, -0.808)
H (3.229, -3.520, 0.452)
H (4.274, -2.910, 2.612)
H (4.039, -0.613, 3.489)
H (2.736, 1.061, 2.240)
Br (-7.127, -1.472, 2.431)
C (-5.528, -0.787, 1.732)
C (-5.472, -0.392, 0.405)
C (-4.289, 0.110, -0.124)
C (-3.148, 0.227, 0.659)
C (-3.244, -0.141, 2.004)
C (-4.421, -0.653, 2.548)
H (-6.356, -0.466, -0.216)
H (-4.298, 0.437, -1.158)
H (-2.412, -0.010, 2.687)
H (-4.475, -0.928, 3.593)

Which charges does Mulliken predict for the atoms? In e, they are: number 1, Fe, carries -0.377; number 2, C, carries -2.154; number 3, C, carries 1.141; number 4, N, carries 1.823; number 5, N, carries -1.216; number 6, C, carries 0.648; number 7, N, carries -0.396; number 8, S, carries -0.405; number 9, C, carries 0.288; number 10, C, carries -0.821; number 11, C, carries -0.923; number 12, C, carries -1.123; number 13, C, carries -0.445; number 14, N, carries 0.937; number 15, H, carries 0.585; number 16, H, carries 0.321; number 17, H, carries 0.518; number 18, H, carries 0.213; number 19, H, carries 0.175; number 20, H, carries 0.246; number 21, H, carries 0.477; number 22, H, carries 0.488; number 23, H, carries 0.562; number 24, H, carries 0.446; number 25, Cl, carries -0.128; number 26, C, carries 1.322; number 27, C, carries -0.776; number 28, C, carries -0.583; number 29, C, carries -0.891; number 30, C, carries -0.267; number 31, C, carries -0.896; number 32, P, carries 1.842; number 33, C, carries 0.318; number 34, C, carries -0.160; number 35, C, carries -0.893; number 36, C, carries -0.579; number 37, C, carries -0.792; number 38, C, carries -0.303; number 39, C, carries 0.070; number 40, C, carries -0.175; number 41, C, carries -0.946; number 42, C, carries -0.679; number 43, C, carries -0.784; number 44, C, carries -0.696; number 45, H, carries 0.549; number 46, H, carries 0.428; number 47, H, carries 0.451; number 48, H, carries 0.528; number 49, H, carries 0.399; number 50, H, carries 0.451; number 51, H, carries 0.414; number 52, H, carries 0.451; number 53, H, carries 0.409; number 54, H, carries 0.585; number 55, H, carries 0.492; number 56, H, carries 0.452; number 57, H, carries 0.462; number 58, H, carries 0.441; number 59, Br, carries -0.135; number 60, C, carries -0.107; number 61, C, carries -0.781; number 62, C, carries 0.113; number 63, C, carries 1.554; number 64, C, carries -0.616; number 65, C, carries -0.971; number 66, H, carries 0.468; number 67, H, carries 0.316; number 68, H, carries 0.147; number 69, H, carries 0.488

***

[5]
One molecule with the formula C4H4N2O at a distorted geometry. Source: OMol25; level of theory: ωB97M-V with the def2-TZVPD basis set.

Output
- Relative energy (zero: lowest compared OMol25 entry of this formula, charge and spin): 73.4 kcal per mole
- Net charge: 0
- SMILES string: [H]/N=C/N=C=CC=O

Element x y z (Å)
H (-1.039, 2.653, -1.016)
N (-0.730, 1.790, -0.588)
C (-0.780, 1.837, 0.679)
N (-0.478, 0.656, 1.367)
C (0.131, -0.151, 0.680)
C (0.865, -1.094, 0.162)
C (0.658, -2.033, -0.959)
O (0.365, -1.784, -2.104)
H (-1.139, 2.645, 1.309)
H (1.322, -1.448, 1.084)
H (0.825, -3.070, -0.614)

Which charges does Mulliken predict for the atoms? In e, they are: number 1, H, carries 0.226; number 2, N, carries -0.520; number 3, C, carries 0.003; number 4, N, carries -0.431; number 5, C, carries 0.748; number 6, C, carries -0.624; number 7, C, carries 0.145; number 8, O, carries -0.455; number 9, H, carries 0.378; number 10, H, carries 0.261; number 11, H, carries 0.269

***

[6]
A 2-piece molecular cluster, C10H18NSi overall at a distorted geometry. Source: OMol25; level of theory: ωB97M-V with the def2-TZVPD basis set.

Output
- Relative energy (zero: lowest compared OMol25 entry of this formula, charge and spin): 46.4 kcal per mole
- Net charge: +1

Element x y z (Å)
C (3.641, -1.670, -0.550)
C (2.289, -1.952, -0.293)
C (3.823, -0.283, -0.626)
C (1.313, -0.984, -0.079)
C (2.879, 0.695, -0.533)
C (1.537, 0.367, -0.118)
C (-2.696, -1.906, 0.715)
C (0.107, 3.073, -0.681)
C (-0.484, 1.659, 2.194)
C (-2.457, -0.727, -0.312)
N (-3.117, -1.106, -1.580)
Si (0.330, 1.636, 0.430)
H (4.409, -2.303, -0.753)
H (1.924, -2.936, -0.061)
H (4.806, 0.031, -0.763)
H (0.371, -1.314, 0.181)
H (3.178, 1.747, -0.490)
H (-2.523, -2.850, 0.316)
H (-3.782, -1.852, 0.745)
H (-2.323, -1.654, 1.690)
H (1.093, 3.541, -0.909)
H (-1.364, -0.654, -0.585)
H (-0.367, 3.795, -0.194)
H (0.073, 1.742, 3.081)
H (-1.406, 2.238, 2.160)
H (-0.934, 0.606, 2.287)
H (-2.674, 0.228, 0.036)
H (-3.286, -0.303, -2.224)
H (-3.905, -1.847, -1.561)
H (-0.452, 2.984, -1.520)

Which charges does Mulliken predict for the atoms? In e, they are: number 1, C, carries -0.807; number 2, C, carries -0.532; number 3, C, carries -0.437; number 4, C, carries -0.135; number 5, C, carries -0.393; number 6, C, carries 0.590; number 7, C, carries -1.391; number 8, C, carries -1.180; number 9, C, carries -0.875; number 10, C, carries 0.272; number 11, N, carries -0.600; number 12, Si, carries 0.353; number 13, H, carries 0.537; number 14, H, carries 0.353; number 15, H, carries 0.396; number 16, H, carries 0.608; number 17, H, carries 0.263; number 18, H, carries 0.414; number 19, H, carries 0.438; number 20, H, carries 0.350; number 21, H, carries 0.360; number 22, H, carries -0.154; number 23, H, carries 0.468; number 24, H, carries 0.439; number 25, H, carries 0.356; number 26, H, carries 0.195; number 27, H, carries 0.256; number 28, H, carries 0.174; number 29, H, carries 0.221; number 30, H, carries 0.459

***

[7]
A 2-piece molecular cluster, C6H12O overall. Source: OMol25; level of theory: ωB97M-V with the def2-TZVPD basis set.

Output
- Relative energy (zero: lowest compared OMol25 entry of this formula, charge and spin): 104.6 kcal per mole
- Net charge: 0

Element x y z (Å)
C (2.749, 0.719, 0.251)
O (1.755, 0.590, 1.282)
C (1.386, -0.638, 1.532)
C (-0.781, -0.285, -0.322)
C (-0.849, 1.222, -0.375)
C (-1.545, -1.171, -1.258)
C (-1.938, -1.089, 0.193)
H (2.228, 0.855, -0.704)
H (3.351, -0.192, 0.221)
H (3.348, 1.602, 0.481)
H (0.194, -0.700, -0.071)
H (0.546, -0.496, 2.256)
H (-0.109, 1.640, -1.069)
H (-0.665, 1.664, 0.612)
H (-1.838, 1.555, -0.710)
H (-1.048, -2.075, -1.597)
H (-2.196, -0.709, -1.994)
H (-1.734, -1.939, 0.840)
H (-2.853, -0.552, 0.433)

Which charges does Mulliken predict for the atoms? In e, they are: number 1, C, carries -0.542; number 2, O, carries -0.137; number 3, C, carries -0.448; number 4, C, carries 0.477; number 5, C, carries -1.342; number 6, C, carries -0.678; number 7, C, carries -0.743; number 8, H, carries 0.229; number 9, H, carries 0.354; number 10, H, carries 0.255; number 11, H, carries 0.400; number 12, H, carries 0.201; number 13, H, carries 0.274; number 14, H, carries 0.261; number 15, H, carries 0.430; number 16, H, carries 0.268; number 17, H, carries 0.239; number 18, H, carries 0.255; number 19, H, carries 0.249

***

Q: Among the records above, which one has the highest net charge?
A: C32H28BrClFeN4PS

***

Q: Which formula does entry 5 have?
A: C4H4N2O